[1]
{
  "formula": "C24H31Ge2N2NiS3Se4",
  "method": "ωB97M-V/def2-TZVPD",
  "relative_energy_kcal_mol": 0.00,
  "homo_energy_ev": [-3.88, -4.67],
  "fmax_ev_per_a": 1.22,
  "total_charge": -1,
  "multiplicity": 3,
  "homo_lumo_gap_ha": [0.2035, 0.2074],
  "energy_ha": -17505.13770,
  "e_lumo_ev": [1.655, 0.974],
  "s2": 2.058,
  "elements": ["Ni", "Se", "Se", "Se", "Se", "C", "C", "Ge", "C", "C", "C", "C", "Ge", "C", "C", "C", "C", "C", "C", "C", "C", "C", "C", "H", "H", "H", "H", "H", "H", "H", "H", "H", "H", "H", "H", "H", "H", "H", "H", "H", "H", "H", "H", "H", "H", "H", "H", "H", "H", "S", "C", "S", "C", "N", "N", "C", "C", "C", "C", "C", "C", "S", "H", "H", "H", "H", "H"],
  "positions_angstrom": [[0.50, 0.55, 0.14], [-1.01, -1.03, 0.11], [-3.31, -0.93, 0.00], [-3.17, 1.79, -0.62], [-1.03, 2.36, -0.78], [1.55, -3.23, 3.51], [0.62, -2.47, 2.58], [1.48, -0.89, 1.78], [2.14, 0.19, 3.29], [3.61, -0.08, 3.62], [2.93, -1.70, 0.76], [2.99, -1.71, -0.57], [1.55, -0.80, -1.58], [0.59, -2.22, -2.56], [1.29, -2.74, -3.81], [1.78, 0.67, -2.90], [3.00, 0.77, -3.80], [4.06, -2.49, -1.26], [4.69, -3.59, -0.66], [5.69, -4.29, -1.31], [6.10, -3.92, -2.58], [5.48, -2.85, -3.20], [4.46, -2.16, -2.55], [1.06, -4.11, 3.95], [1.90, -2.61, 4.34], [2.44, -3.60, 2.98], [-0.28, -2.14, 3.11], [0.27, -3.11, 1.76], [1.50, -0.03, 4.15], [2.01, 1.25, 3.05], [3.79, -1.13, 3.87], [3.95, 0.52, 4.46], [4.24, 0.16, 2.76], [3.71, -2.23, 1.29], [-0.38, -1.80, -2.81], [0.39, -3.04, -1.86], [1.54, -1.93, -4.50], [0.65, -3.44, -4.36], [2.22, -3.27, -3.58], [1.69, 1.60, -2.33], [0.87, 0.58, -3.50], [3.92, 0.87, -3.22], [2.93, 1.66, -4.43], [3.12, -0.08, -4.47], [4.37, -3.91, 0.32], [6.15, -5.13, -0.81], [6.89, -4.46, -3.08], [5.77, -2.55, -4.20], [3.99, -1.33, -3.06], [7.35, 3.94, -0.47], [5.96, 3.02, -0.30], [4.41, 3.75, -0.12], [3.66, 2.19, 0.06], [4.49, 1.21, -0.03], [5.78, 1.68, -0.24], [6.81, 0.70, -0.21], [6.66, -0.41, 0.61], [7.67, -1.35, 0.68], [8.82, -1.21, -0.08], [8.96, -0.11, -0.91], [7.96, 0.85, -0.99], [1.92, 2.30, 0.30], [5.75, -0.52, 1.18], [7.54, -2.21, 1.32], [9.61, -1.95, -0.02], [9.85, 0.01, -1.52], [8.06, 1.70, -1.63]],
  "nbo_charge": [0.333, -0.245, -0.239, -0.040, -0.237, -0.614, -0.845, 1.273, -0.844, -0.607, -0.633, -0.449, 1.332, -0.861, -0.616, -0.853, -0.612, 0.031, -0.220, -0.214, -0.227, -0.199, -0.232, 0.202, 0.195, 0.196, 0.222, 0.229, 0.212, 0.243, 0.194, 0.203, 0.209, 0.193, 0.227, 0.227, 0.193, 0.202, 0.208, 0.248, 0.223, 0.209, 0.209, 0.192, 0.207, 0.205, 0.205, 0.207, 0.214, -0.236, -0.117, 0.441, -0.097, -0.320, -0.255, 0.126, -0.160, -0.221, -0.223, -0.197, -0.217, -0.279, 0.229, 0.211, 0.206, 0.207, 0.245]
}

=====

[2]
{
  "formula": "C8H14N2P2",
  "method": "ωB97M-V/def2-TZVPD",
  "homo_energy_ev": [-4.68, -7.11],
  "fmax_ev_per_a": 7.57,
  "total_charge": 0,
  "multiplicity": 3,
  "homo_lumo_gap_ha": [0.1914, 0.1514],
  "energy_ha": -1105.17737,
  "e_lumo_ev": [0.529, -2.987],
  "s2": 2.013,
  "elements": ["C", "C", "C", "C", "C", "C", "C", "C", "N", "N", "P", "P", "H", "H", "H", "H", "H", "H", "H", "H", "H", "H", "H", "H", "H", "H"],
  "positions_angstrom": [[2.97, -0.86, -0.08], [2.03, -1.03, -1.18], [2.31, -1.13, 1.06], [0.91, -1.51, -0.72], [0.91, -1.53, 0.78], [0.95, 2.86, -0.92], [-3.90, -0.06, -0.21], [-0.05, -0.43, 1.26], [0.21, 0.80, 0.53], [-1.37, -0.85, 0.77], [1.48, 1.66, 0.49], [-2.20, 0.64, 0.29], [4.06, -0.53, -0.15], [2.36, -0.98, -2.28], [2.68, -1.05, 2.01], [-0.11, -1.74, -1.29], [0.80, -2.53, 1.20], [0.62, 3.64, -0.28], [1.66, 3.42, -1.58], [0.07, 2.50, -1.34], [-4.64, -0.20, 0.48], [-3.91, -0.92, -0.79], [-4.30, 0.74, -0.79], [-0.04, -0.20, 2.28], [-1.99, -1.50, 1.44], [-1.52, 0.79, -0.97]],
  "nbo_charge": [-0.193, -0.250, -0.208, -0.167, -0.331, -0.959, -0.941, 0.099, -1.075, -0.805, 0.713, 1.011, 0.231, 0.226, 0.205, 0.222, 0.239, 0.218, 0.228, 0.203, 0.231, 0.235, 0.233, 0.199, 0.407, 0.028]
}

=====

[3]
{
  "formula": "C5H9NO2",
  "method": "ωB97M-V/def2-TZVPD",
  "relative_energy_kcal_mol": 68.90,
  "homo_energy_ev": -7.29,
  "fmax_ev_per_a": 1.81,
  "total_charge": 0,
  "homo_lumo_gap_ha": 0.2954,
  "energy_ha": -401.06696,
  "e_lumo_ev": 0.747,
  "elements": ["C", "C", "C", "N", "C", "C", "O", "O", "H", "H", "H", "H", "H", "H", "H", "H", "H"],
  "positions_angstrom": [[-1.25, -1.25, -0.01], [1.24, -0.12, 0.11], [-0.75, 0.18, -0.08], [-1.36, 0.91, -1.11], [0.88, 0.47, 1.38], [-0.40, 0.89, 1.14], [1.78, 0.65, -0.93], [1.82, -1.36, 0.09], [1.68, 1.58, -0.70], [2.55, -1.35, -0.54], [-0.92, 1.79, -1.34], [-1.59, 0.38, -1.94], [1.44, 0.40, 2.31], [-0.99, 1.66, 1.62], [-0.82, -1.77, 0.84], [-2.34, -1.26, 0.07], [-0.97, -1.80, -0.92]],
  "nbo_charge": [-0.626, 0.518, 0.107, -0.824, -0.305, -0.205, -0.728, -0.706, 0.485, 0.487, 0.370, 0.376, 0.206, 0.203, 0.230, 0.203, 0.209]
}